The following is a quantum chemistry calculation of a single C6H12O molecule, from the OMol25 dataset.

```
19
Properties=species:S:1:pos:R:3:forces:R:3
C 0.889636 -0.440609 2.879257 -0.2 -0.7 -0.5
C 1.021151 -1.239701 1.565839 -1.2 1.3 -0.6
C 1.559048 -0.373926 0.394076 0.6 -0.4 0.9
C 0.613135 0.287782 -0.559087 -1.1 -1.1 -0.9
C -0.687126 0.597600 -0.418437 1.6 -0.1 1.1
C -1.447264 1.196066 -1.538212 -0.3 -1.0 -1.5
O -1.931865 0.125362 -2.417155 0.4 0.0 0.5
H 0.550638 0.580537 2.732847 0.2 0.2 -0.4
H 1.869099 -0.425264 3.356389 -0.3 0.1 0.4
H 0.091604 -0.889422 3.475762 0.5 -0.1 0.5
H 1.637668 -2.128562 1.662020 0.1 0.0 0.3
H 0.019657 -1.568217 1.259253 0.2 -0.2 0.1
H 2.254657 -1.042710 -0.105797 0.0 0.3 -0.7
H 2.198350 0.406740 0.828490 0.0 0.0 -0.1
H 0.923278 0.254740 -1.608759 0.6 0.8 0.2
H -1.147378 0.335269 0.530120 -0.4 0.4 0.0
H -0.833140 1.801068 -2.209555 0.3 0.3 0.5
H -2.303756 1.787568 -1.236883 -0.2 -0.1 0.1
H -1.159664 -0.469477 -2.510629 -0.7 0.4 0.0
```
Forces are in eV/Å.

Properties
DFT total energy: -8462.6975 eV
E_HOMO: -9.489 eV
energy relative to the best compared isomer or geometry (same formula, charge and spin): 38.20 kcal per mole
gap between HOMO and LUMO: 10.5 eV

---

The following is a quantum chemistry calculation of a single C6H12O molecule, from the OMol25 dataset.

```
19
Properties=species:S:1:pos:R:3:forces:R:3
C 1.642376 -0.784190 0.190695 0.1 0.2 -0.2
C 1.127746 0.546509 0.600185 0.8 -1.0 -0.4
O 1.459303 1.065415 1.785694 0.4 0.3 1.0
C 0.376497 1.355933 -0.322187 -0.7 -0.2 0.2
C -1.021901 0.870988 0.133467 -0.9 0.2 -1.6
C -1.391429 -0.610629 0.152006 0.1 0.0 0.4
C -1.499593 -0.833980 -1.341369 0.5 -1.3 0.3
H 2.502086 -0.640418 -0.480224 0.1 -0.2 0.0
H 0.886686 -1.330253 -0.396527 0.3 0.1 0.2
H 1.962735 -1.400485 1.038996 -0.1 0.1 -0.1
H 1.785408 0.367537 2.371887 -0.1 0.2 -0.1
H 0.466406 2.427630 -0.136166 0.0 -0.1 -0.1
H 0.565195 1.119525 -1.375533 0.0 0.1 0.2
H -1.386395 1.467123 0.977817 -0.1 -0.1 -0.3
H -1.653846 0.775571 -0.992864 0.0 1.2 0.9
H -2.395908 -0.658692 0.587569 0.1 0.0 -0.1
H -0.762676 -1.271698 0.778521 -0.1 0.1 -0.3
H -2.119853 -1.664072 -1.694415 -0.1 0.3 0.0
H -0.542838 -0.801821 -1.877556 -0.3 0.2 0.0
```
Forces are in eV/Å.

Properties
DFT total energy: -8458.5234 eV
E_HOMO (spin up / spin down): -7.526 / -5.882 eV
energy relative to the best compared isomer or geometry (same formula, charge and spin): 134.46 kcal per mole
gap between HOMO and LUMO (spin up / spin down): 8.2 / 6.0 eV

---

The following is a quantum chemistry calculation of 2 unconnected molecules or ions with the total composition C6H12O, from the OMol25 dataset.

```
19
Properties=species:S:1:pos:R:3:forces:R:3
C 0.714238 -0.282255 -0.000996 0.0 0.0 0.0
C 1.467296 0.551823 1.020074 0.0 -0.1 0.1
C 1.646744 2.030807 0.817275 -0.1 0.2 0.0
C 2.821855 1.106185 0.686285 0.2 -0.1 0.0
H 0.251725 0.352236 -0.769758 0.1 -0.2 0.1
H 1.379000 -0.988953 -0.512594 -0.2 0.1 0.1
H -0.083268 -0.866455 0.472156 0.2 0.1 -0.1
H 1.341274 0.238299 2.053079 0.0 0.0 -0.1
H 1.240309 2.455777 -0.096741 0.0 -0.1 0.1
H 1.604185 2.692761 1.677326 0.0 -0.1 -0.1
H 3.204717 0.909116 -0.311866 -0.1 0.0 0.1
H 3.579869 1.125100 1.464054 -0.1 0.0 -0.1
C -3.075687 -1.118407 -0.415345 0.1 -0.1 0.1
C -2.280976 -1.616589 -1.588684 0.2 -0.2 0.0
O -1.282541 -2.291286 -1.507585 -0.5 0.3 0.0
H -3.143335 -0.025220 -0.445419 0.0 -0.1 0.0
H -4.101173 -1.504874 -0.475065 0.2 0.0 0.0
H -2.603653 -1.445302 0.512225 -0.1 0.1 0.0
H -2.680578 -1.322763 -2.578419 0.1 0.0 -0.1
```
Forces are in eV/Å.

Properties
DFT total energy: -8462.6876 eV
E_HOMO: -9.968 eV
energy relative to the best compared isomer or geometry (same formula, charge and spin): 38.43 kcal per mole
gap between HOMO and LUMO: 10.9 eV

---

The following is a quantum chemistry calculation of 2 unconnected molecules or ions with the total composition C6H12O, from the OMol25 dataset.

```
19
Properties=species:S:1:pos:R:3:forces:R:3
C 0.878667 2.479443 0.035854 -0.4 0.5 -0.3
C -0.223634 1.788808 -0.237092 0.5 -0.4 1.0
C -0.291846 0.316615 -0.377601 -0.4 0.0 -0.9
C -1.694026 -0.198790 -0.657276 0.3 0.0 0.4
C 0.774185 -0.490920 -0.450317 -0.5 -0.1 -0.3
C 0.733009 -1.920849 -0.937142 -0.2 0.4 0.6
H 1.863047 2.049579 0.054139 0.2 -0.2 0.1
H 0.804858 3.545684 0.205676 0.1 0.0 -0.1
H -1.172087 2.314510 -0.250845 0.0 0.0 -0.1
H -2.416322 0.239431 0.035124 0.1 0.2 0.0
H -2.016106 0.064656 -1.665845 0.0 -0.1 -0.1
H -1.752208 -1.271828 -0.492242 -0.1 -0.1 -0.3
H 1.755269 -0.121876 -0.193806 0.1 0.2 0.0
H -0.137593 -2.125369 -1.554735 0.0 0.0 0.0
H 1.615875 -2.124102 -1.537586 0.1 -0.2 0.2
H 0.683950 -2.581062 -0.064813 0.3 -0.2 -0.2
O 0.582953 -0.631587 2.639772 0.5 -0.2 0.7
H 0.111638 -0.814835 3.455105 0.0 0.0 0.2
H -0.099622 -0.517517 1.993636 -0.5 0.2 -0.8
```
Forces are in eV/Å.

Properties
DFT total energy: -8462.8270 eV
E_HOMO: -8.427 eV
energy relative to the best compared isomer or geometry (same formula, charge and spin): 35.21 kcal per mole
gap between HOMO and LUMO: 9.3 eV

---

The following is a quantum chemistry calculation of 2 unconnected molecules or ions with the total composition C6H12O, from the OMol25 dataset.

```
19
Properties=species:S:1:pos:R:3:forces:R:3
C -1.352055 -0.679892 1.357805 0.9 -0.9 1.2
C -0.005095 -0.547330 1.391518 0.4 0.9 -0.1
C 0.952501 -0.451574 0.253913 -0.1 -3.7 -0.5
C 2.391395 -0.147758 0.542891 0.0 0.5 0.1
C 0.550822 -0.932425 -0.958011 -1.6 1.8 1.0
C 0.919908 -0.432835 -2.308942 1.6 -1.1 -0.7
H -1.829884 -1.540567 0.893282 -0.3 0.9 -1.1
H -1.889734 -0.170498 2.144383 -0.2 -0.6 0.5
H 0.464305 -0.275151 2.347344 -0.4 0.9 -0.4
H 3.092297 -0.980302 0.413535 -0.5 -0.1 -0.4
H 2.538473 0.117190 1.598242 -0.1 0.6 -0.4
H 2.653194 0.623654 -0.185321 0.6 0.3 0.5
H -0.496448 -1.249198 -0.936922 0.3 -0.2 -0.1
H 0.013046 -0.147748 -2.833089 0.0 0.6 0.1
H 1.364572 -1.173255 -3.004831 -0.1 -0.1 0.5
H 1.702359 0.332458 -2.244521 -0.5 0.2 -0.1
O -3.433718 2.850360 0.713624 -1.5 -1.2 -0.9
H -4.399529 2.814962 0.517805 0.8 0.7 0.5
H -3.236410 1.989909 0.297297 0.7 0.4 0.4
```
Forces are in eV/Å.

Properties
DFT total energy: -8461.1350 eV
E_HOMO: -8.010 eV
energy relative to the best compared isomer or geometry (same formula, charge and spin): 74.23 kcal per mole
gap between HOMO and LUMO: 8.2 eV

---

The following is a quantum chemistry calculation of a single C6H12O molecule, from the OMol25 dataset.

```
19
Properties=species:S:1:pos:R:3:forces:R:3
C -1.058597 1.621570 0.046702 -0.7 0.6 -0.2
C -1.207572 0.223638 -0.351731 -0.2 0.4 -0.5
O -2.287405 -0.482178 0.079884 0.2 0.2 -0.1
C -0.273350 -0.402725 -1.243752 -0.5 0.5 -0.3
C 0.507181 -1.313415 -0.280994 1.9 -1.1 -0.5
C 1.060750 -0.907495 1.068727 0.5 0.4 0.3
C 1.850801 0.310521 0.677653 -0.1 0.5 0.5
H -0.566978 2.186267 -0.743898 -0.3 0.1 -0.2
H -0.458838 1.857012 0.890290 0.9 -0.5 1.1
H -1.991660 2.062786 0.374156 -0.6 0.1 -0.4
H -3.051585 -0.256170 -0.474174 0.0 -0.1 0.2
H -0.721136 -1.038486 -2.025000 0.1 0.2 0.3
H 0.445216 0.296564 -1.683650 -0.5 0.1 0.1
H -0.037838 -2.281030 -0.237181 0.8 0.2 -0.3
H 1.641425 -0.964467 -0.688662 -1.9 -2.0 -0.1
H 1.733971 -1.761707 1.249628 -0.1 0.4 0.3
H 0.396839 -0.850997 1.953265 -0.1 0.1 -0.4
H 2.819056 0.552738 1.101691 -0.1 0.0 0.1
H 1.248982 1.153247 0.333646 0.6 -0.2 0.1
```
Forces are in eV/Å.

Properties
DFT total energy: -8456.6051 eV
E_HOMO (spin up / spin down): -5.898 / -5.136 eV
energy relative to the best compared isomer or geometry (same formula, charge and spin): 178.69 kcal per mole
gap between HOMO and LUMO (spin up / spin down): 5.3 / 3.7 eV

---

> Look up the energy relative to the best compared isomer or geometry (same formula, charge and spin) of the second one.

134.46 kcal per mole

---

> energy relative to the best compared isomer or geometry (same formula, charge and spin) of number 2 (C6H12O)?

134.46 kcal per mole

---

> Look up the energy relative to the best compared isomer or geometry (same formula, charge and spin) of the second one.

134.46 kcal per mole